Below is C24H42I3N4O9S2 as an isolated structure at a distorted geometry, with properties calculated with the ωB97M-V functional and the def2-TZVPD basis.

Output
- electronic energy (eV) = -95921.873
- HOMO-LUMO gap (eV) = 8.413
- charge = +1

XYZ file:
```
84
C24H42I3N4O9S2, DFT the ωB97M-V functional and the def2-TZVPD basis
C 2.90 -0.99 1.33
C 2.10 -2.11 0.68
C 0.73 -1.65 0.19
N 0.80 -0.37 -0.51
C -0.44 0.10 -1.07
C -1.57 0.21 0.01
O -2.23 1.45 -0.09
C -1.49 2.48 0.54
C -2.24 3.79 0.36
N -2.53 -0.86 0.01
C -3.16 -1.11 -1.29
C -4.55 -0.39 -1.33
C -5.73 -1.04 -0.63
C -7.02 -0.32 -1.04
I -5.62 -0.95 1.51
C -3.31 -2.59 -1.54
C -3.58 -3.48 -0.47
C -3.72 -4.83 -0.75
C -3.60 -5.25 -2.07
C -3.32 -4.29 -3.05
N -3.17 -3.00 -2.80
C -2.37 -0.43 -2.40
N -0.89 -0.69 -2.27
C -0.25 -0.31 -3.58
I -0.81 -1.73 -5.12
C 1.27 -0.12 -3.66
C 1.83 1.14 -2.98
I 2.40 -1.88 -3.20
H 3.40 -0.35 0.61
H 3.61 -1.42 2.02
H 2.22 -0.38 1.93
H 2.65 -2.63 -0.10
H 1.90 -2.85 1.46
H 0.30 -2.42 -0.46
H 0.10 -1.60 1.09
H 1.11 0.36 0.13
H -0.28 1.11 -1.44
H -1.07 0.18 0.97
H -1.41 2.29 1.61
H -0.49 2.61 0.12
H -3.18 3.73 0.91
H -2.48 3.93 -0.69
H -1.66 4.62 0.74
H -2.03 -1.68 0.36
H -4.42 0.61 -0.93
H -4.80 -0.29 -2.39
H -5.85 -2.08 -0.90
H -7.11 -0.33 -2.12
H -7.04 0.70 -0.65
H -7.87 -0.87 -0.65
H -3.69 -3.11 0.53
H -3.92 -5.52 0.05
H -3.71 -6.28 -2.35
H -3.22 -4.61 -4.08
H -2.72 -0.78 -3.36
H -2.52 0.65 -2.37
H -0.81 -1.70 -2.13
H -0.72 0.61 -3.90
H 1.46 -0.02 -4.72
H 2.60 1.55 -3.62
H 2.30 0.88 -2.05
H 1.05 1.88 -2.81
C 2.01 5.81 4.34
C 0.68 6.46 4.03
O 0.20 5.73 2.89
S 0.67 4.21 2.98
O -0.38 3.43 3.52
O 1.28 3.85 1.75
O 1.78 4.41 4.10
H 2.80 6.15 3.66
H 2.33 5.95 5.37
H 0.78 7.51 3.77
H -0.03 6.34 4.85
C 8.18 -2.55 1.63
C 8.80 -1.60 2.63
O 8.07 -0.38 2.45
S 6.56 -0.71 2.07
O 5.75 -0.66 3.23
O 6.22 0.03 0.90
O 6.78 -2.24 1.68
H 8.54 -2.36 0.62
H 8.33 -3.60 1.89
H 9.86 -1.42 2.44
H 8.66 -1.95 3.66
```